# 1
Density functional theory data (wB97M-V/def2-TZVPD) for C33H55N6O3SSi4Tm as an isolated structure.

Values from the calculation:
Electronic energy, Eh: -4485.7379
Maximum force, eV/A: 2.75
Charge: +2
E_HOMO (spin up / spin down), hartree: -0.449 / -0.449
Relative energy (zero: lowest compared OMol25 entry of this formula, charge and spin), kJ/mol: 139.3
Spin multiplicity: 3
Orbital gap (spin up / spin down), eV: 6.2 / 6.1

Last column: Mulliken spin population.
Cartesian coordinates (Å):
Tm1 0.183 -0.053 0.145  1.99
S1 -0.220 0.926 -3.030  0.00
Si1 0.070 -2.936 -0.143  0.01
Si2 1.602 -3.836 1.506  0.00
Si3 0.828 -3.781 -2.280  0.00
Si4 -2.068 -4.040 0.191  0.00
O1 2.393 0.549 1.551  0.00
O2 2.029 1.254 -1.226  0.00
O3 -0.205 0.005 2.750  0.00
N1 -0.646 0.903 -5.628  0.00
N2 -2.480 0.356 0.002  0.00
N3 0.424 7.689 1.186  0.00
N4 0.072 2.525 0.462  0.00
N5 -0.601 7.360 -0.770  0.00
N6 0.970 -0.452 -5.045  0.00
C1 -0.480 11.027 -0.985  0.00
C2 -1.462 -0.550 3.166  0.00
C3 -1.776 -5.907 0.420  0.00
C4 0.503 10.212 1.086  0.00
C5 -3.035 -0.166 -1.102  0.00
C6 -4.395 -0.318 -1.282  0.00
C7 -2.529 0.520 3.387  0.00
C8 -0.800 9.763 -1.418  0.00
C9 -0.622 4.573 -0.586  0.00
C10 -5.246 0.052 -0.250  0.00
C11 1.697 0.277 -1.785  0.00
C12 -0.372 -3.040 -3.580  0.00
C13 -0.075 6.777 0.287  0.00
C14 0.202 8.928 0.655  0.00
C15 0.824 -0.700 -6.472  0.00
C16 -2.699 1.438 2.168  0.00
C17 2.053 -5.680 1.412  0.00
C18 0.962 -3.421 3.261  0.00
C19 2.598 -3.158 -2.681  0.00
C20 0.650 4.654 1.432  0.00
C21 3.218 -2.834 1.229  0.00
C22 -0.448 8.693 -0.589  0.00
C23 -3.228 -3.764 -1.313  0.00
C24 -0.008 5.350 0.408  0.00
C25 -0.233 0.340 -6.901  0.00
C26 -3.310 0.764 0.974  0.00
C27 0.072 0.429 -4.614  0.00
C28 -3.061 -3.444 1.723  0.00
C29 -0.549 3.204 -0.525  0.00
C30 -4.690 0.604 0.888  0.00
C31 0.646 3.275 1.419  0.00
C32 0.157 11.249 0.246  0.00
C33 0.835 -5.668 -2.559  0.00
H1 1.631 -3.794 4.032  0.00
H2 -1.087 -0.114 -7.408  0.00
H3 3.320 -3.671 -2.054  0.00
H4 3.852 -3.330 0.501  0.00
H5 1.422 -6.188 -1.809  0.00
H6 -3.913 -4.096 1.891  0.00
H7 -0.167 -6.085 -2.534  0.00
H8 -1.294 9.585 -2.360  0.00
H9 -1.080 -6.302 -0.311  0.00
H10 -1.319 -3.564 -3.552  0.00
H11 1.540 -1.028 -4.445  0.00
H12 1.161 5.175 2.226  0.00
H13 -4.779 -0.721 -2.204  0.00
H14 -3.469 0.022 3.624  0.00
H15 -0.720 11.881 -1.601  0.00
H16 -5.314 0.928 1.706  0.00
H17 -6.314 -0.073 -0.340  0.00
H18 -1.376 -6.127 1.404  0.00
H19 0.003 -3.130 -4.594  0.00
H20 0.078 0.590 3.469  0.00
H21 0.480 -1.724 -6.642  0.00
H22 0.857 -2.348 3.405  0.00
H23 -3.331 2.279 2.454  0.00
H24 -2.257 1.144 4.240  0.00
H25 -1.323 -1.137 4.080  0.00
H26 0.389 12.265 0.533  0.00
H27 1.262 -5.923 -3.526  0.00
H28 1.135 2.733 2.225  0.00
H29 1.225 -6.314 1.707  0.00
H30 -2.469 -3.470 2.632  0.00
H31 1.776 -0.561 -6.988  0.00
H32 -3.450 -2.436 1.598  0.00
H33 2.889 -5.916 2.066  0.00
H34 3.000 -1.840 0.832  0.00
H35 -0.006 -3.878 3.434  0.00
H36 0.860 7.499 2.071  0.00
H37 2.937 -0.054 2.081  0.00
H38 -3.004 -2.843 -1.843  0.00
H39 2.343 -5.969 0.407  0.00
H40 2.710 -2.091 -2.498  0.00
H41 2.980 1.282 1.306  0.00
H42 -1.722 1.834 1.877  0.00
H43 -1.330 1.635 -5.529  0.00
H44 -0.580 -1.991 -3.383  0.00
H45 0.990 10.396 2.030  0.00
H46 0.186 1.119 -7.544  0.00
H47 -4.270 -3.713 -1.006  0.00
H48 -3.142 -4.584 -2.018  0.00
H49 2.878 -3.361 -3.713  0.00
H50 -1.008 2.602 -1.301  0.00
H51 -1.759 -1.229 2.363  0.00
H52 -1.142 5.078 -1.383  0.00
H53 -2.705 -6.459 0.318  0.00
H54 3.804 -2.730 2.137  0.00
H55 -2.344 -0.457 -1.886  0.00

Cartesian forces (eV/Å) of the 3 atoms listed first:
-1.2 0.5 1.8
-0.7 0.6 0.3
-0.1 -0.5 0.2


# 2
Density functional theory data (wB97M-V/def2-TZVPD) for a 3-piece molecular cluster, C33H57Cl5N3OS overall.

Values from the calculation:
Electronic energy, Eh: -4229.9664
Maximum force, eV/A: 1.90
Charge: +1
E_HOMO, hartree: -0.335
Orbital gap, eV: 5.6

Last column: Mulliken charge in e.
Cartesian coordinates (Å):
Cl1 1.004 0.544 -2.113  -0.03
Cl2 3.453 1.847 4.694  -0.09
Cl3 -8.599 -2.898 -4.066  -0.21
Cl4 0.349 3.177 4.184  -0.10
Cl5 -9.846 0.226 -3.509  -0.17
S1 4.256 -1.293 -5.795  -0.22
O1 4.600 -2.788 3.760  -0.45
N1 2.633 0.377 -2.583  -0.05
N2 -7.710 -2.111 0.002  0.33
N3 6.397 -0.068 -4.131  -0.59
C1 1.787 1.670 1.423  -1.06
C2 2.684 0.741 0.555  -0.02
C3 6.750 -2.802 2.586  -0.89
C4 7.136 0.136 -1.197  -0.60
C5 -6.772 1.459 -0.365  -1.05
C6 3.824 -1.667 4.149  -0.54
C7 -7.421 -2.597 1.226  -0.20
C8 5.213 -2.628 2.487  0.76
C9 -7.650 -3.124 -0.916  -0.04
C10 -3.025 1.817 -0.234  -0.85
C11 3.650 0.868 -1.846  0.18
C12 -9.893 -2.079 -4.981  -0.43
C13 0.541 2.228 0.722  -0.82
C14 3.374 1.587 -0.538  -0.83
C15 6.588 -0.773 -0.072  -0.02
C16 4.042 -0.436 -4.259  -0.09
C17 -7.191 -3.936 1.150  -0.80
C18 1.487 3.573 5.500  -0.51
C19 7.533 -1.523 2.217  -0.75
C20 2.924 3.512 5.050  -0.63
C21 2.816 -0.268 -3.739  -0.48
C22 -2.038 2.137 0.924  -0.70
C23 -7.327 -4.244 -0.231  -0.32
C24 5.141 0.081 -3.563  1.41
C25 -7.351 0.329 0.511  -0.70
C26 7.789 -1.402 0.695  -0.81
C27 -5.377 1.029 -0.869  -0.60
C28 4.926 0.721 -2.338  0.28
C29 -9.665 -0.592 -5.082  -0.47
C30 6.151 1.254 -1.624  -1.98
C31 -8.053 -0.741 -0.355  -0.32
C32 -4.316 1.146 0.255  -0.85
C33 -0.714 1.328 0.860  -0.58
H1 5.934 1.927 -0.802  0.56
H2 3.087 4.113 4.158  0.31
H3 6.097 -1.616 -0.570  0.29
H4 -8.102 0.768 1.175  0.37
H5 7.066 -3.647 1.970  0.33
H6 6.971 0.730 -3.864  0.26
H7 3.148 -1.991 4.942  0.36
H8 0.696 2.504 -0.323  0.32
H9 -6.711 2.376 0.229  0.45
H10 3.205 -1.308 3.316  0.20
H11 6.971 -0.644 2.547  0.34
H12 -10.840 -2.307 -4.497  0.31
H13 -7.819 -0.568 -1.407  0.28
H14 -8.673 -0.367 -5.466  0.30
H15 4.493 -0.876 4.509  0.23
H16 -7.195 -5.232 -0.650  0.43
H17 2.789 2.474 -0.814  0.45
H18 2.969 -1.412 -6.177  0.17
H19 2.124 -0.110 0.163  0.51
H20 -5.479 -0.026 -1.153  0.34
H21 -6.565 -0.120 1.120  0.40
H22 1.511 1.203 2.368  0.86
H23 -6.964 -4.597 1.969  0.43
H24 -7.435 1.638 -1.218  0.34
H25 -0.779 0.651 0.001  0.20
H26 -9.138 -0.627 -0.252  0.21
H27 8.006 -2.396 0.291  0.37
H28 -7.418 -1.963 2.101  0.40
H29 -2.586 1.133 -0.971  0.31
H30 -9.903 -2.518 -5.977  0.32
H31 -5.091 1.583 -1.767  0.50
H32 -4.723 1.657 1.132  0.51
H33 1.960 -0.644 -4.279  0.30
H34 1.251 4.584 5.828  0.32
H35 4.768 -3.320 1.762  0.28
H36 3.572 3.887 5.840  0.38
H37 3.419 0.323 1.249  -0.45
H38 -10.402 -0.154 -5.754  0.34
H39 6.941 -3.046 3.634  0.37
H40 -4.052 0.122 0.544  0.27
H41 -2.545 1.870 1.854  0.33
H42 8.699 -0.811 0.554  0.48
H43 8.504 -1.567 2.718  0.39
H44 5.021 -1.600 2.156  -0.66
H45 -0.589 0.755 1.782  0.35
H46 4.294 1.965 -0.110  0.25
H47 7.428 -0.495 -2.036  0.41
H48 6.287 0.029 -5.143  0.35
H49 6.699 1.859 -2.365  0.45
H50 1.295 2.891 6.325  0.34
H51 2.415 2.536 1.674  0.03
H52 0.288 3.160 1.240  0.71
H53 -7.850 -2.971 -1.968  -0.32
H54 -3.261 2.744 -0.768  0.41
H55 -1.835 3.209 0.899  0.43
H56 8.032 0.664 -0.857  0.59
H57 5.910 -0.235 0.594  -0.11

Cartesian forces (eV/Å) of the 3 atoms listed first:
0.1 0.1 0.0
0.0 -0.1 -0.1
-0.2 0.1 -0.5